Record 1
The following is a DFT calculation (the ωB97M-V functional and the def2-TZVPD basis) of a cluster of 2 separate species, C4H6N2O in total in a non-equilibrium geometry.

Output
LUMO energy = 0.22 eV
highest occupied orbital energy = -8.78 eV
total charge = 0
F_max = 5.007 eV/A
relative energy (zero: lowest compared OMol25 entry of this formula, charge and spin) = 145.8 kcal per mole
Kohn-Sham gap = 8.994 eV
calculated total energy = -9267.179 eV

```
13
Properties=species:S:1:pos:R:3:forces:R:3
O 1.6481 2.3781 0.7098 -0.5 -0.7 -0.3
C 1.0410 1.4147 0.8406 1.1 1.4 1.9
N 1.3501 -0.1520 -0.6718 -0.9 -0.6 -1.7
C 0.4238 -1.1090 -0.1234 -0.6 -0.3 -0.3
C -0.7669 -0.2289 -0.3615 -0.9 0.0 2.0
C -1.9189 0.2042 0.3525 -1.0 -0.1 0.6
N -0.8219 1.0458 -0.2297 -0.5 -1.1 -1.3
H 2.3348 -0.4727 -0.5884 -0.9 0.3 -1.5
H 0.5339 -1.3766 0.9453 -0.1 0.5 -0.2
H 0.3822 -2.0231 -0.7190 -0.2 -0.2 0.3
H 0.5394 -0.0512 -1.5072 4.9 0.6 0.4
H -2.9067 0.2794 -0.0759 -0.1 -0.1 -0.1
H -1.8389 0.0913 1.4288 -0.4 0.3 0.2
```
Positions in Å, forces in eV/Å.



Record 2
The following is a DFT calculation (the ωB97M-V functional and the def2-TZVPD basis) of a structure of composition C27H36BF4LiO11 in a non-equilibrium geometry.

Output
LUMO energy = -1.32 eV
highest occupied orbital energy = -7.61 eV
total charge = 0
F_max = 14.555 eV/A
relative energy (zero: lowest compared OMol25 entry of this formula, charge and spin) = 125.0 kcal per mole
Kohn-Sham gap = 6.282 eV
calculated total energy = -62850.067 eV

```
80
Properties=species:S:1:pos:R:3:forces:R:3
Li -0.6918 -0.0098 3.1695 -0.4 -0.4 -0.8
B 0.6149 -1.0305 0.2090 1.8 -1.5 -2.1
F 0.2147 -2.3677 0.0269 0.6 -0.7 -0.4
F -0.1823 -0.2811 -0.5847 -0.1 1.4 -1.4
F 0.2478 -0.7378 1.4414 -0.8 1.5 5.5
F 2.0575 -0.8291 0.0820 -1.7 -0.2 -0.4
C -2.5008 -2.0949 2.5748 9.1 4.2 5.9
O -2.6632 -0.7954 3.2646 1.6 0.9 -1.5
H -1.3758 -2.3748 2.2705 -2.3 1.1 1.2
H -2.9657 -2.2890 1.8303 -6.3 -1.0 -9.6
H -2.8579 -2.6152 3.3000 -1.5 -4.8 4.2
H -3.4212 -0.7860 3.8600 0.1 -0.3 -0.4
C 0.0075 -1.9744 -3.5577 0.3 3.3 -1.6
O -0.9204 -0.9777 -2.9860 0.1 -1.3 -0.6
H 0.9628 -1.7561 -3.1412 1.3 0.8 -0.2
H 0.1206 -1.9747 -4.7510 -0.8 0.3 2.9
H -0.0689 -2.9164 -3.1764 -1.4 -2.9 0.6
H -0.8634 -0.9560 -1.9948 0.4 -0.3 -1.7
C 3.8766 1.7258 -2.9148 2.0 -1.1 -3.8
O 2.5926 1.1614 -2.7429 0.3 5.8 -2.2
H 4.2183 2.6130 -2.5895 -0.8 3.8 3.3
H 4.1325 2.1275 -3.9452 -1.2 -1.5 -0.1
H 4.8306 1.2166 -2.6936 -1.0 -1.4 0.2
H 2.7502 0.4031 -2.3341 0.6 -5.4 2.9
C 3.5487 2.0890 3.4255 5.2 -0.7 -6.3
C 3.5778 1.1775 2.3198 -0.4 -3.5 0.5
C 4.6485 0.9151 1.4498 3.7 4.3 2.8
C 5.8134 1.8071 1.5928 -8.9 -1.0 3.5
C 5.6843 2.8364 2.4733 0.0 1.4 3.1
C 4.6391 2.9919 3.4409 -2.4 -2.6 -1.8
O 4.4233 3.9123 4.3760 -3.2 -11.5 4.6
O 4.7727 -0.1407 0.6514 1.1 -0.2 0.1
H 2.8555 1.9847 4.1153 -3.2 0.1 3.2
H 2.9309 0.2098 2.2738 0.3 2.1 0.4
H 6.6132 1.8900 1.1049 6.3 -0.6 -4.5
H 6.5778 3.4375 2.6605 -0.3 0.3 -0.3
H 4.6559 4.6602 4.2001 4.6 13.4 -3.2
H 3.9151 -0.0814 0.3241 -2.8 -1.6 -1.9
C -1.9014 -4.6256 -2.0205 -2.2 -7.3 -2.0
C -3.0676 -5.1026 -2.7688 5.9 0.7 3.1
C -3.0492 -6.3625 -3.2036 0.6 -2.8 -0.5
C -2.0209 -7.3386 -2.9180 2.3 7.4 4.9
C -0.9263 -6.9356 -1.9628 -3.6 0.1 -2.1
C -0.9655 -5.5289 -1.5820 1.1 -1.9 -1.4
O 0.1638 -5.0674 -1.0178 0.1 2.8 2.8
O -4.0950 -6.8265 -3.9353 -2.0 1.7 -1.7
H -1.8412 -3.6938 -1.7619 0.4 5.4 1.4
H -3.6466 -4.2867 -2.7661 -3.5 2.0 -1.3
H -2.0433 -8.2546 -3.2498 -0.4 -4.7 -1.9
H -0.2060 -7.7149 -1.5633 -0.8 1.5 -0.7
H -0.0529 -4.1649 -0.5272 1.0 -2.5 -1.5
H -4.5798 -5.9931 -4.2862 1.0 -2.3 0.8
C -4.8101 1.7026 0.7272 -3.4 2.6 1.1
C -6.0019 0.8758 0.7292 3.0 0.8 -1.0
C -5.8943 -0.4026 0.2501 0.9 -0.8 0.0
C -4.6814 -0.9420 -0.2437 1.2 8.8 3.5
C -3.4886 -0.1450 -0.1539 -6.9 2.3 2.0
C -3.6006 1.1976 0.3442 2.5 -0.8 -0.9
O -2.4550 2.0240 0.3857 -8.0 2.6 2.5
O -6.9419 -1.2495 0.2949 1.5 -2.1 -1.5
H -5.0759 2.8736 1.0245 1.5 -3.3 -0.8
H -6.9651 1.2763 0.9122 -0.6 0.5 0.5
H -4.5553 -1.8094 -0.5835 0.3 -7.1 -2.7
H -2.6202 -0.4794 -0.4544 4.4 -1.8 -1.6
H -1.6620 1.7481 0.1682 6.0 -3.1 -2.3
H -7.6847 -0.8790 0.6781 -2.2 1.3 1.2
C 0.5006 5.5907 1.4499 1.5 2.1 0.6
C 0.0701 4.5194 0.6932 -0.8 1.1 1.2
C 0.9349 3.6506 0.1251 2.7 -2.5 -2.3
C 2.3384 3.8070 0.1327 1.0 1.6 0.2
C 2.8591 5.0791 0.7877 -1.7 -4.2 -1.6
C 1.9928 5.8288 1.5233 -1.1 0.1 0.3
O 2.5840 6.8399 2.2732 -3.8 1.2 -0.3
O 0.3274 2.5952 -0.6350 2.0 0.9 0.7
H -0.2724 6.3664 1.8584 1.8 -1.6 -0.5
H -0.9520 4.2091 0.5163 -0.4 0.7 0.3
H 3.0777 3.0473 -0.4091 -1.8 1.9 1.2
H 3.8982 5.3526 0.7213 0.2 -0.2 0.1
H 3.4561 6.7958 2.5990 1.4 -1.1 -0.1
H 1.0828 2.2522 -1.1771 -1.1 -0.1 0.3
```
Positions in Å, forces in eV/Å.



Record 3
The following is a DFT calculation (the ωB97M-V functional and the def2-TZVPD basis) of a cluster of 7 separate species, C56H120N6O7 in total in a non-equilibrium geometry.

Output
expectation value of S² = 0.75
LUMO energy (spin up / spin down) = -2.26 / -6.04 eV
highest occupied orbital energy (spin up / spin down) = -9.56 / -9.56 eV
total charge = +1
F_max = 5.513 eV/A
relative energy (zero: lowest compared OMol25 entry of this formula, charge and spin) = 9.8 kcal per mole
Kohn-Sham gap (spin up / spin down) = 7.304 / 3.525 eV
calculated total energy = -83273.784 eV
2S+1 = 2

```
189
Properties=species:S:1:pos:R:3:forces:R:3
C 2.3407 2.2081 7.7495 -1.1 -0.6 1.6
C 1.7296 2.7498 6.5000 1.6 0.8 -2.5
C 2.5967 2.1527 5.2928 -0.1 -0.5 0.4
C 2.2494 0.6935 4.9508 0.2 1.1 0.8
C 0.8535 0.7641 4.3713 0.6 -0.1 0.5
C -0.2134 1.3090 5.3976 -0.3 -1.1 -0.6
N 0.2761 2.4083 6.2839 2.2 -2.0 0.0
O -0.5833 2.8543 7.2097 0.6 0.1 -0.4
C -1.4257 1.8790 4.6095 -0.2 -0.6 0.5
C -0.5877 0.0619 6.2985 -0.7 0.7 1.3
C 1.8505 4.2612 6.3974 -0.1 1.3 -0.1
H 3.4207 2.3287 7.8348 -0.1 -0.2 -0.7
H 2.0183 1.1676 7.7882 0.6 -0.2 0.5
H 1.9744 2.7064 8.6471 -0.4 0.0 0.0
H 2.5131 2.7255 4.3692 -0.5 0.2 0.0
H 3.6514 2.2722 5.5408 -0.1 0.0 0.5
H 2.2619 0.0133 5.8024 0.0 0.2 0.4
H 3.0083 0.2608 4.2990 -0.3 0.2 -0.5
H 0.6706 -0.2877 4.1514 -1.1 0.3 -0.4
H 0.9031 1.3673 3.4648 -0.4 -0.1 -0.1
H -1.1921 2.7957 4.0679 0.3 -0.3 -0.3
H -1.7370 1.0642 3.9558 0.1 0.3 -0.4
H -2.3209 2.0853 5.1961 0.2 -0.1 0.5
H -1.0321 -0.7872 5.7794 0.3 0.3 -0.6
H 0.1945 -0.3017 6.9649 0.7 0.0 -0.6
H -1.3330 0.2815 7.0630 -0.4 0.6 -0.2
H 1.5646 4.8579 7.2636 -0.7 -0.4 0.2
H 1.3333 4.6293 5.5113 -0.2 0.1 0.0
H 2.8682 4.6305 6.2710 0.3 -0.8 -0.2
H -1.0338 3.5198 6.6847 -1.2 0.7 0.2
C -4.7445 -4.0024 3.8442 0.8 -0.6 0.7
C -4.4281 -3.1565 2.6255 -0.4 0.4 -0.1
C -5.7089 -3.3104 1.7273 0.8 0.5 -0.9
C -5.6810 -2.2837 0.5915 -0.8 -1.0 0.2
C -5.6297 -0.9216 1.2081 0.7 0.4 -0.7
C -4.3813 -0.6233 2.1297 -1.9 -0.7 -1.3
N -4.2780 -1.7571 3.1127 -2.7 1.1 -1.6
O -3.1994 -1.5684 3.9367 1.0 -0.2 0.3
C -3.1817 -0.3387 1.2064 -0.3 -0.9 -0.5
C -4.7904 0.6332 2.8243 0.4 1.0 1.0
C -3.1598 -3.6637 1.8897 -0.3 0.4 0.5
H -5.4564 -3.5071 4.5045 -0.2 0.0 -0.3
H -3.8835 -4.2142 4.4782 0.3 0.2 -0.1
H -5.0870 -4.9933 3.5463 -0.3 0.1 -0.1
H -5.7668 -4.3097 1.2957 0.5 -0.2 0.1
H -6.6525 -3.2434 2.2687 0.2 0.5 0.5
H -6.5880 -2.3649 -0.0076 -0.4 0.0 0.1
H -4.9338 -2.5187 -0.1664 0.6 0.2 0.4
H -6.5818 -0.7090 1.6943 0.2 -0.3 0.6
H -5.6599 -0.2142 0.3794 0.5 0.5 0.0
H -3.3678 0.5282 0.5724 0.0 0.3 0.5
H -2.1993 -0.2291 1.6657 -0.1 0.1 0.2
H -3.1497 -1.1349 0.4627 0.5 -0.2 0.1
H -5.8261 0.6394 3.1640 0.2 -0.4 0.4
H -4.0934 0.7799 3.6495 -0.2 0.3 0.3
H -4.7176 1.5082 2.1785 0.2 -0.1 -0.2
H -2.7462 -3.0553 1.0854 -0.9 -0.1 -0.6
H -3.4341 -4.6726 1.5816 0.8 -0.1 -0.1
H -2.2912 -3.5993 2.5449 -0.1 -0.9 0.6
H -2.4760 -1.7576 3.3346 1.0 0.0 0.2
C -2.3922 -2.3919 -2.9563 0.6 0.5 0.4
C -2.9794 -1.0655 -3.5456 -1.5 -2.1 1.7
C -4.3099 -0.8430 -2.7423 0.1 1.4 1.1
C -4.7656 0.5925 -2.8644 0.2 0.5 -0.6
C -3.7010 1.6636 -2.5591 -0.5 -1.3 -1.5
C -2.4946 1.4800 -3.5402 0.0 -0.8 1.3
N -2.0274 0.0267 -3.3411 -1.9 1.9 1.9
O -0.7727 -0.1775 -3.8384 0.7 -0.6 -0.9
C -2.7329 1.8225 -4.9949 -1.3 0.6 -0.3
C -1.4148 2.4618 -3.0626 0.0 -0.1 0.1
C -3.4593 -1.4080 -4.9401 1.6 0.4 -2.0
H -3.2028 -3.0624 -2.6709 0.0 -0.3 -0.8
H -1.8603 -2.3116 -2.0082 -0.1 0.9 0.3
H -1.5934 -2.8198 -3.5620 -0.5 -0.3 -0.6
H -5.1722 -1.4041 -3.1026 0.5 -0.6 -0.4
H -4.2886 -1.0407 -1.6706 0.8 -0.4 0.1
H -5.6817 0.8147 -2.3173 0.0 -0.3 0.1
H -5.0205 0.6280 -3.9236 -0.3 0.8 -0.2
H -3.3389 1.5988 -1.5331 0.1 0.0 0.0
H -4.2255 2.6080 -2.7045 0.5 0.3 0.0
H -3.6580 1.5240 -5.4881 -0.3 -0.5 0.5
H -2.8579 2.9040 -4.9423 0.6 0.2 -0.8
H -1.9778 1.4722 -5.6986 0.5 0.5 0.3
H -1.7604 3.4949 -3.1001 -0.3 0.0 -0.7
H -1.2098 2.4257 -1.9926 0.4 -0.8 -0.1
H -0.5567 2.3415 -3.7239 0.4 0.2 0.5
H -4.0301 -2.3285 -5.0629 -0.2 0.2 0.6
H -2.5791 -1.5958 -5.5549 0.5 -0.3 -0.2
H -3.8911 -0.6044 -5.5367 -0.6 0.1 0.5
H -0.8865 -0.1603 -4.7915 0.5 -0.1 -0.7
C 3.6620 -6.0701 -2.0588 1.1 -0.6 0.0
C 2.8071 -4.8618 -1.7756 -1.5 -0.4 -0.9
C 2.2061 -4.3554 -3.1121 0.1 -1.5 -0.3
C 1.1039 -5.3139 -3.6589 -0.7 1.4 1.2
C -0.0028 -5.4516 -2.5781 0.8 -0.2 -0.1
C 0.5081 -5.9965 -1.1833 -0.3 -0.5 -2.0
N 1.6905 -5.1841 -0.8377 -0.8 0.9 -0.8
O 2.1501 -5.3872 0.4788 0.0 -0.4 0.0
C -0.6468 -5.7383 -0.2601 -0.8 -0.7 1.0
C 0.7026 -7.5687 -1.2570 -0.2 1.0 -0.7
C 3.6099 -3.7529 -1.1775 0.8 0.0 1.0
H 4.2193 -6.3479 -1.1641 -0.4 -0.4 0.2
H 4.4721 -5.8962 -2.7670 -0.1 0.5 -0.3
H 3.1138 -6.9075 -2.4903 -0.1 0.0 0.4
H 1.9644 -3.2970 -3.0146 -0.7 -0.1 -0.1
H 2.9824 -4.4383 -3.8727 0.4 0.4 0.2
H 1.5253 -6.2679 -3.9756 0.0 0.0 0.2
H 0.6663 -4.8342 -4.5344 0.0 -0.2 -0.2
H -0.8758 -5.9988 -2.9338 0.2 -0.8 0.1
H -0.4715 -4.4788 -2.4298 0.4 0.4 0.3
H -1.5653 -6.2352 -0.5725 0.0 -0.1 -0.9
H -0.5283 -6.3129 0.6585 0.4 0.8 0.7
H -0.9449 -4.6937 -0.1703 0.5 0.1 0.5
H -0.2587 -8.0824 -1.2613 -0.2 0.2 0.6
H 1.0414 -7.8565 -2.2523 0.8 0.1 0.1
H 1.3458 -7.9350 -0.4569 0.0 0.0 -0.2
H 4.1741 -4.1897 -0.3535 0.4 0.2 0.0
H 3.0182 -2.9672 -0.7078 -0.3 0.1 -0.4
H 4.2960 -3.3156 -1.9029 0.0 -0.1 0.0
H 1.8060 -4.6004 0.9080 0.1 0.0 0.4
C 3.9988 1.4302 -1.5356 1.8 -0.6 -0.3
C 4.3917 0.7060 -2.8996 0.3 1.3 0.3
C 4.1479 1.6967 -4.0687 0.1 1.4 0.5
C 5.2263 2.7878 -4.2576 0.3 -1.7 0.1
C 6.5096 2.0048 -4.4194 1.0 -0.3 0.1
C 6.9270 1.0707 -3.2539 0.4 0.7 -0.8
N 5.7876 0.2202 -2.9214 0.0 0.9 -2.0
O 6.0889 -0.6776 -1.9249 0.0 -0.3 1.6
C 8.1058 0.1926 -3.7478 0.2 -0.3 0.5
C 7.4676 1.9338 -2.1078 -0.9 -0.3 0.5
C 3.5488 -0.4787 -3.2424 -0.5 -1.0 0.1
H 4.5977 0.9974 -0.7344 -0.6 -1.0 0.3
H 2.9392 1.5050 -1.2912 0.2 -0.1 -0.2
H 4.5143 2.3866 -1.4475 -0.6 0.7 -0.8
H 4.0267 1.1697 -5.0151 0.2 -0.1 0.0
H 3.2046 2.2121 -3.8879 -0.3 -0.3 0.2
H 5.4035 3.4575 -3.4161 -0.6 0.1 0.1
H 5.0357 3.3685 -5.1601 -0.1 0.1 0.1
H 7.3210 2.7275 -4.5052 0.3 -0.2 -0.4
H 6.5013 1.3193 -5.2668 -0.2 0.4 -0.5
H 7.8700 -0.6791 -4.3582 -0.7 -0.1 0.2
H 8.8677 0.6672 -4.3661 -0.2 0.8 0.2
H 8.6032 -0.1253 -2.8315 0.3 -0.4 -0.2
H 7.6879 1.3320 -1.2260 0.1 -0.1 0.0
H 8.3533 2.5078 -2.3799 -0.1 0.0 -0.1
H 6.6377 2.5810 -1.8241 0.3 0.5 0.2
H 3.7275 -0.7689 -4.2778 0.1 0.1 -0.1
H 2.4834 -0.2611 -3.1668 -0.1 -0.1 0.2
H 3.8260 -1.3526 -2.6528 -0.4 0.1 0.3
H 6.4274 -1.4701 -2.3479 -0.1 -0.1 -0.3
C 1.1835 2.9786 -0.3100 0.5 -0.4 0.1
C 0.3425 4.0445 0.3978 -0.8 -1.2 0.8
C 0.4926 5.3501 -0.4208 -0.5 0.2 0.8
C -0.5267 6.4237 -0.0488 -1.5 -1.1 0.4
C -1.9933 5.8406 -0.1650 3.3 -0.4 0.1
C -2.1884 4.5466 0.6764 -0.3 0.1 -0.7
N -1.1192 3.5487 0.4272 1.8 4.5 -2.7
O -1.2431 2.3464 1.0155 -0.3 -1.3 1.8
C -2.3331 5.0201 2.1496 -0.2 -0.2 -0.8
C -3.5068 4.0085 0.0664 0.1 -0.9 1.3
C 0.9491 4.0927 1.8672 -0.5 -0.6 -0.8
H 1.2860 2.0327 0.2220 -0.4 0.0 0.5
H 2.2193 3.3175 -0.3319 0.0 0.3 -0.4
H 0.8623 2.6571 -1.3008 -0.1 0.6 -0.2
H 1.5093 5.7129 -0.2699 0.1 0.0 0.1
H 0.4178 5.1646 -1.4923 -0.2 -0.4 -0.1
H -0.4883 7.2610 -0.7456 0.3 0.3 0.5
H -0.4917 6.6769 1.0108 0.8 0.7 -0.1
H -1.9922 5.5725 -1.2215 -1.1 0.2 -0.1
H -2.6516 6.6214 0.2160 -0.4 -0.3 -0.7
H -1.4473 5.5897 2.4306 -0.1 0.0 0.1
H -3.1826 5.7029 2.1410 -0.1 -0.1 0.5
H -2.4882 4.2121 2.8646 -0.1 -0.1 -0.1
H -3.5645 3.9567 -1.0209 0.5 0.5 0.1
H -3.6056 2.9709 0.3852 -0.4 -0.1 0.3
H -4.3349 4.6047 0.4499 -0.2 -0.1 -0.1
H 0.2758 4.5193 2.6107 0.4 0.7 -0.1
H 1.9764 4.4566 1.8462 -0.2 0.6 0.2
H 1.0573 3.0645 2.2123 -0.1 -0.3 -0.2
H -0.8905 1.7705 0.3332 -0.2 -1.1 -0.3
C 0.6623 -1.1999 0.6484 0.9 1.3 1.0
C 0.4851 -0.7406 -0.7742 -0.2 -1.5 0.4
O -0.4901 0.2630 -0.8627 0.3 0.1 0.3
H -0.2218 -1.3993 1.2540 -0.4 -0.7 -0.7
H 1.0554 -0.3566 1.2163 0.5 0.3 0.1
H 1.4230 -1.9794 0.6897 -0.2 -0.2 0.2
H 0.1882 -1.6504 -1.2961 -0.3 0.1 -0.6
H 1.4434 -0.4666 -1.2153 0.1 0.3 0.1
H -0.9549 0.0824 -1.6830 -0.8 0.3 -0.6
```
Positions in Å, forces in eV/Å.



Record 4
The following is a DFT calculation (the ωB97M-V functional and the def2-TZVPD basis) of a cluster of 2 separate species, CHFN5 in total in a non-equilibrium geometry.

Output
expectation value of S² = 2.01
LUMO energy (spin up / spin down) = 4.45 / 2.40 eV
highest occupied orbital energy (spin up / spin down) = -4.28 / -4.62 eV
total charge = -1
F_max = 2.739 eV/A
relative energy (zero: lowest compared OMol25 entry of this formula, charge and spin) = 21.9 kcal per mole
Kohn-Sham gap (spin up / spin down) = 8.727 / 7.013 eV
calculated total energy = -11214.757 eV
2S+1 = 3

```
8
Properties=species:S:1:pos:R:3:forces:R:3
C -0.1493 -0.4514 1.6537 1.5 0.4 -1.1
N -1.0659 -1.1841 2.1873 -0.3 -0.1 0.3
N 0.4100 0.5004 2.3749 0.2 0.0 -0.6
N -1.1428 -0.6264 3.3954 0.1 1.1 1.8
N -0.2529 0.3925 3.5074 -1.5 -1.2 0.9
N -0.0146 -0.7847 -0.8558 -0.3 2.2 -0.8
F 1.2601 -1.2575 -0.8563 0.2 0.3 0.2
H 0.0871 0.2855 -0.5261 0.1 -2.7 -0.5
```
Positions in Å, forces in eV/Å.